No. 1
Entry from OMol25: a molecular structure, C35H36CaF4N6O4S (wB97M-V/def2-TZVPD).

CARTESIAN COORDINATES (ANGSTROEM)
C 2.759 0.309 1.988
C -3.048 -3.502 -1.458
C -2.055 3.754 4.080
C 0.419 -2.048 1.098
H -1.401 -0.577 3.565
C -3.919 -1.878 -2.967
C -1.539 2.437 2.150
O -0.759 -7.049 0.438
H -0.212 5.535 5.535
H 4.524 0.226 0.774
C -0.551 2.030 -3.710
H -0.167 6.590 4.125
N 0.837 -1.824 -0.182
C -1.043 4.655 3.763
H 2.128 3.898 -1.168
C -0.610 4.659 -4.264
H 1.673 0.304 1.878
C 0.361 2.808 -2.958
H 5.698 0.340 -1.078
H -2.839 -0.025 -2.980
H 5.446 0.436 -2.815
S -1.825 1.020 1.129
H 0.335 -4.495 3.498
C -0.533 3.329 1.806
H -1.348 -2.793 -0.351
C 3.599 0.277 -1.719
C 0.650 -3.292 1.734
C 1.352 -4.287 1.014
H -2.211 4.251 -5.660
C 0.144 -3.535 3.032
C 2.298 2.877 -1.517
O -4.150 -5.543 -0.998
C -2.908 -1.022 -2.562
C -0.821 -1.322 3.038
H 2.284 -4.778 -0.853
H -0.992 -2.735 4.645
H 3.576 -0.816 -1.770
H -2.667 3.922 4.959
C -1.448 2.514 -4.631
H -0.722 -7.925 0.833
H 0.486 5.130 2.329
H 3.077 2.961 -2.289
C 2.824 2.110 -0.309
H 3.029 -0.434 2.741
F -0.543 0.652 -3.532
F -0.606 5.979 -4.507
H 3.804 2.517 -0.014
H 1.520 -5.249 1.482
H 1.769 -2.564 -1.842
C -0.584 -2.565 3.656
C -0.764 5.840 4.643
Ca -0.075 0.339 -1.165
C -0.290 4.428 2.610
N 2.879 0.659 -0.497
H 2.149 2.306 0.527
H 5.116 1.838 -1.808
C -2.076 -2.576 -1.119
H 3.053 1.286 2.375
C 1.763 -4.038 -0.263
F -2.267 1.638 -5.244
H -3.106 1.957 3.524
H -4.765 -3.847 -2.677
H 0.038 3.189 0.894
H -1.261 -4.728 -0.009
N -0.502 0.171 1.127
C -3.991 -3.140 -2.410
N -1.985 -1.356 -1.655
H -1.687 6.313 4.979
H -2.810 -7.194 0.050
H -2.356 -6.473 1.618
F 1.064 5.091 -2.711
H -4.633 -1.543 -3.707
O -2.990 0.352 1.647
C -2.086 -6.562 0.560
C 1.471 -2.778 -0.819
N -2.103 -5.276 -0.077
H 3.021 0.645 -2.569
C 5.045 0.750 -1.850
C -1.508 3.856 -4.942
C -0.334 -1.032 1.782
C -3.159 -4.857 -0.819
H 3.403 -1.088 0.486
O -1.893 1.540 -0.243
N 1.118 2.214 -2.028
C -2.308 2.647 3.281
C 0.275 4.177 -3.324
C 3.456 -0.012 0.674

Properties
ΔE to the lowest compared entry with this formula, charge and spin in kcal/mol: 10.6
Gap between HOMO and LUMO in Ha: 0.2457
E_tot in eV: -94157.382

Löwdin population analysis, charges in e, atoms 1 to 4: atom 1 (C): -0.075, atom 2 (C): -0.091, atom 3 (C): -0.035, atom 4 (C): -0.196

=====

No. 2
Entry from OMol25: 11 unconnected molecules or ions with the total composition C39H78O21 (wB97M-V/def2-TZVPD).

CARTESIAN COORDINATES (ANGSTROEM)
H 1.899 3.302 -8.525
H 4.107 9.308 -1.613
O 4.815 -8.936 3.042
H -3.857 -3.564 -4.024
H -8.331 6.944 -2.772
H -7.202 7.069 -1.485
H 0.668 9.185 0.574
C -4.048 5.050 3.559
H -4.695 8.868 6.899
O -3.972 -4.278 -5.987
H 0.822 3.560 6.781
H 0.045 2.239 -2.037
O -4.647 6.807 6.390
H -7.824 4.649 -3.032
C 4.173 -1.623 -5.093
O 3.729 5.467 -8.031
H 1.508 1.402 6.496
H 1.316 -11.307 -0.680
C 0.381 -10.890 -0.308
H -1.002 -5.757 4.823
O -0.298 -4.918 6.534
H 1.312 -2.973 -0.197
C 1.562 8.618 0.315
C -0.235 1.838 -1.063
H 4.049 0.965 -4.996
H -3.941 3.970 3.653
H -3.059 5.347 3.211
C -1.696 -10.042 -1.062
C -1.945 -6.504 6.472
C -4.164 -3.480 -7.072
C -3.216 -3.741 -4.887
H -2.422 -4.432 -4.603
C -3.786 -2.133 -6.584
H 1.308 4.213 -7.117
O 4.813 -7.670 4.967
C 4.704 -8.861 4.237
C 3.818 -3.962 -5.354
H 4.999 7.203 -9.092
H 0.285 -11.396 0.652
C -2.636 -2.555 -5.618
H -2.499 -9.902 -1.786
H -0.081 2.605 -0.303
O 4.847 -0.849 -4.210
C 2.912 3.889 7.444
O 1.212 7.829 -0.860
H 4.212 7.974 -0.437
C -4.807 6.561 5.194
H -2.101 -10.117 -0.053
O 4.336 -2.894 -4.654
H -2.293 -7.536 6.437
H 4.561 -4.186 -6.119
H 4.177 -6.220 3.664
H 2.728 6.790 -1.865
H 3.338 9.740 0.836
O -5.754 4.920 -2.717
O -4.308 5.321 4.913
H -1.945 -3.851 7.196
H -5.196 -3.404 -7.414
H -5.926 8.076 -3.139
C -7.128 5.116 -2.335
H -6.627 7.123 -4.404
H 4.202 8.591 -9.767
H -4.199 6.258 -2.697
C 0.494 -9.350 -0.437
C 3.258 1.609 7.868
C 4.345 -11.194 4.853
O -0.802 -8.967 -1.020
O 1.548 5.358 -8.825
H 0.248 3.750 -8.551
H 5.028 -11.685 4.160
H -7.297 4.803 -1.304
H -1.317 1.714 -1.036
H -2.331 -1.764 -4.932
C -1.177 -4.529 7.569
H 3.859 -4.759 -4.612
O 3.611 2.914 8.213
H -6.233 8.002 6.796
C 2.447 7.827 -1.679
H 2.825 -3.826 -5.784
H -3.620 -3.680 -7.996
O 2.912 7.001 -9.578
O 4.741 -9.832 5.149
H 0.116 -6.769 5.715
H -4.683 -1.811 -6.055
H 3.868 1.383 6.993
H -1.457 -12.111 -0.921
H 1.342 -8.953 -0.995
H 4.444 -11.849 5.718
O 3.486 -1.241 -5.992
H -1.740 -2.836 -6.171
H 3.275 3.955 6.418
C 0.591 -2.176 -0.375
H -0.636 -4.230 8.467
C -5.185 7.911 7.084
C 2.786 5.889 -8.734
O 0.741 -1.202 0.653
H 4.799 -5.689 5.289
H 0.837 -1.772 -1.357
C 0.633 0.255 0.447
O 1.059 1.091 1.212
H -4.806 5.365 2.842
C -6.237 7.061 -3.388
C -0.693 -6.046 5.828
H -0.494 -11.321 -2.234
H 3.351 -11.254 4.409
C 4.219 7.501 -9.792
H 5.847 -6.284 3.845
C 1.801 1.773 7.478
H 1.940 7.965 1.102
C -5.096 6.042 -3.277
H 4.924 1.001 -3.444
H 2.459 10.415 -0.546
H -2.741 -5.916 6.015
O 0.062 0.511 -0.733
H 2.264 8.207 -2.684
H 2.928 4.819 8.012
C 1.569 3.239 7.508
H 1.063 3.545 8.423
C 3.533 8.638 -0.973
C 1.221 4.090 -8.197
C 2.756 9.490 -0.051
C -7.333 6.624 -2.471
H 1.173 1.227 8.183
H -4.854 5.694 -4.281
H -3.376 -1.556 -7.413
H 4.697 7.272 -10.745
H -2.788 -5.824 8.361
H -5.153 7.832 8.171
H -0.388 -2.651 -0.438
O -5.274 7.399 4.389
C -1.837 -5.902 7.835
C -0.805 -11.280 -1.190
H 5.847 0.955 -4.796
C 4.895 0.560 -4.441
C 4.934 -6.354 4.437
H 0.529 -9.105 0.625
H 3.374 0.733 8.506
H -1.324 -6.517 8.575

Properties
Structure (SMILES): COC(=O)OC.COC(=O)OC.COC(=O)OC.COC(=O)OC.COC(=O)OC.C1CCOC1.C1CCOC1.C1CCOC1.C1CCOC1.C1CCOC1.C1CCOC1
ΔE to the lowest compared entry with this formula, charge and spin in kcal/mol: 172.2
Gap between HOMO and LUMO in Ha: 0.3519
E_tot in eV: -84695.626

Löwdin population analysis, charges in e, atoms 1 to 4: atom 1 (H): 0.093, atom 2 (H): 0.115, atom 3 (O): 0.132, atom 4 (H): 0.119

=====

No. 3
Entry from OMol25: 9 unconnected molecules or ions with the total composition C38H92N4O10 (wB97M-V/def2-TZVPD).

CARTESIAN COORDINATES (ANGSTROEM)
H -3.322 -2.101 1.428
C -3.814 -3.089 1.215
H -0.958 1.502 -1.028
C 3.117 -1.783 7.794
C 3.287 -2.576 -2.034
H -3.195 3.307 0.232
O 2.500 0.553 3.204
H -4.510 -3.312 2.056
H 0.145 -0.027 0.523
H 2.998 -0.525 -8.628
H -5.099 1.606 4.368
H -8.040 0.529 2.582
H 1.612 2.054 0.935
H -2.140 1.495 -6.356
H 1.145 -3.340 0.775
H 3.346 -0.535 -4.900
C -7.308 3.071 3.318
C 3.352 0.103 0.273
C -5.825 1.076 3.742
C 0.005 0.701 -5.008
C -2.430 -1.710 -2.642
H 3.920 -2.747 -2.930
H 2.677 3.156 1.625
H 7.160 1.386 0.942
C 5.081 1.829 0.734
H -6.579 0.796 4.448
H 0.974 0.110 -9.223
H 3.623 0.779 -7.546
O 3.872 -3.050 -0.861
C 3.313 -0.302 -7.608
H 1.674 -4.332 2.129
H 1.120 -0.314 8.025
H -1.265 -0.630 3.704
H 2.444 -0.404 0.610
N 0.876 0.085 -7.210
H -0.813 1.918 -7.468
H 2.779 -3.164 1.484
H 0.848 3.588 -0.966
H -3.705 2.320 -1.154
C 6.197 0.848 2.747
O -1.288 0.574 -0.846
H -0.755 3.039 -3.183
O -4.763 3.583 2.344
H 4.613 -1.518 2.021
H -3.953 0.015 1.842
C 2.669 2.353 0.914
N -5.571 2.576 1.728
H -7.548 3.716 2.478
H 0.328 1.718 -5.190
C 2.427 -0.017 -5.323
H 0.299 -0.077 3.301
H 0.850 0.567 5.651
C 1.058 -0.980 7.161
H -8.123 1.723 1.244
O -3.347 -1.043 -1.819
H 4.024 0.174 5.306
H -7.279 -0.438 0.270
C -0.145 -0.251 -0.543
C 4.892 0.229 3.272
C -7.424 1.038 1.849
C 0.777 3.602 -2.102
H 1.144 -1.757 4.828
H -6.368 1.523 -0.657
H -0.961 -1.741 -5.278
H 5.114 1.971 -0.366
H 1.482 0.438 -3.446
C -5.698 0.909 -0.063
H 5.193 2.844 1.215
C 6.239 0.963 1.225
H -3.048 -3.892 1.164
H -2.001 -2.520 -2.047
H 2.878 2.720 -0.146
C -1.402 1.079 -7.063
O 1.340 -2.230 2.468
H -5.012 4.405 1.890
H -0.955 0.669 -4.466
H -2.025 0.596 -7.816
H 6.229 1.832 3.215
C 2.115 -0.692 -6.679
C 1.748 -3.369 1.653
H 5.201 1.538 4.971
H 1.632 -2.602 -7.477
H 1.131 -2.339 -5.819
H 4.146 -1.790 3.609
C 1.965 -2.184 -6.520
H 2.704 -2.762 8.090
H 4.524 -3.763 -0.972
C -6.615 0.141 0.902
C -1.033 -1.310 -6.329
C -0.398 0.146 -6.377
H 3.076 -1.505 -1.916
H -5.100 0.265 -0.681
H 0.837 -1.085 -4.195
H -2.045 -1.334 -6.663
C 4.903 0.512 4.767
C -0.236 -0.933 3.650
H 0.587 -1.872 7.492
H -6.717 3.572 4.060
H 2.877 -2.693 -6.215
H 1.715 3.283 -2.598
O 2.411 -1.183 6.736
H 0.521 4.647 -2.409
N 3.774 1.001 2.671
H -4.462 -2.243 -0.508
H 2.347 -0.324 2.819
H -6.140 -0.615 1.518
H -2.783 0.788 0.808
H 4.154 -0.653 0.231
H -0.533 -1.859 1.692
H 5.760 -0.064 5.132
H 4.191 -1.963 7.550
C -3.675 0.967 1.429
H 2.659 1.022 -5.470
C -4.067 2.805 -0.205
H 4.230 -0.849 -7.357
O 0.527 -0.451 -8.559
N 0.235 -1.353 4.938
H -3.022 -2.084 -3.498
C -4.741 1.801 0.717
C -6.468 1.905 2.679
H 7.107 0.294 3.091
H -0.546 -1.237 -0.669
H -1.629 -1.085 -2.969
H -8.204 2.604 3.669
C 3.725 1.263 1.201
H 3.238 0.528 -0.747
H 0.704 0.005 -1.159
C 4.915 -1.295 3.033
C 1.190 -0.056 -4.399
C -0.061 -2.058 2.685
H -3.360 1.558 2.260
H 3.069 -1.133 8.673
H -0.442 -2.983 3.090
O -4.641 -3.022 0.018
O -0.332 2.730 -2.367
H -2.878 -0.218 -1.589
H -0.493 -1.954 -6.998
H 5.851 -1.718 3.318
H -4.828 3.498 -0.492
H -5.401 0.142 3.325
H 2.336 -3.153 -2.138
C 0.316 -0.360 5.980
H -0.689 -0.053 6.256
H 6.165 -0.085 0.899

Properties
Structure (SMILES): CC1(C)CCCC(C)(C)N1O.CC1(C)CCCC(C)(C)N1O.CC1(C)CCCC(C)(C)N1O.COCCNCCOC.CO.CO.CO.CO.CO
ΔE to the lowest compared entry with this formula, charge and spin in kcal/mol: 91.8
Gap between HOMO and LUMO in Ha: 0.3060
E_tot in eV: -67325.786

Löwdin population analysis, charges in e, atoms 1 to 4: atom 1 (H): 0.064, atom 2 (C): -0.140, atom 3 (H): 0.078, atom 4 (C): -0.129

=====

How do the records compare in lowest unoccupied orbital energy? In the order shown, they have -0.0113 0.0055 0.0108 Ha.